Record 1
14
Properties=species:S:1:pos:R:3 method="wB97M-V/def2-TZVPD" smiles="C[C@H]1C=C(F)CO1" orbital_gap_ha=0.3744 e_above_lowest_kj_mol=174.2
C -0.211 -0.962 1.211
C 0.044 -0.642 -0.390
C -1.131 0.445 -1.072
C -0.415 1.479 -1.436
F -0.895 2.553 -2.008
C 1.013 1.273 -1.218
O 1.242 0.056 -0.677
H -0.518 -0.041 1.752
H 0.606 -1.268 1.751
H -0.942 -1.689 1.194
H 0.103 -1.669 -0.911
H -2.148 0.074 -1.316
H 1.554 1.384 -2.091
H 1.487 2.022 -0.523

Record 2
20
Properties=species:S:1:pos:R:3 method="wB97M-V/def2-TZVPD" charge=+2 orbital_gap_ha="0.3595 / 0.3595" e_above_lowest_kj_mol=85.8
C -1.460 2.396 2.043
C -1.687 0.630 0.492
C 1.839 -0.402 -0.191
C -2.302 -1.142 -1.214
N -1.164 1.316 1.421
N 2.009 -1.022 -1.377
N 2.352 -1.024 0.914
N -1.893 -0.218 -0.313
N 0.993 0.676 -0.126
H -0.744 2.660 2.781
H -2.403 2.909 1.734
H -2.582 -0.698 -2.105
H -1.452 -1.869 -1.328
H -3.239 -1.683 -1.042
H 2.734 -1.743 -1.409
H 1.448 -0.761 -2.225
H 2.853 -1.909 0.801
H 2.412 -0.497 1.852
H 1.486 1.452 0.404
H 0.800 0.931 -1.113

Record 3
22
Properties=species:S:1:pos:R:3 method="wB97M-V/def2-TZVPD" charge=-2 orbital_gap_ha=0.1276
N 4.187 0.410 -0.253
Si 2.762 -0.524 -0.182
O 2.965 -2.008 -0.817
Br 2.043 -0.518 1.876
S 1.306 0.349 -1.651
O 0.994 -0.685 -2.624
O 1.955 1.579 -2.087
C -0.318 0.870 -0.873
F -0.025 1.877 -0.049
F -1.008 1.326 -1.922
C -1.082 -0.285 -0.117
F -0.330 -1.428 -0.301
F -1.097 -0.029 1.158
F -2.268 -0.454 -0.626
H 4.206 1.105 0.485
H 4.276 0.907 -1.135
H 2.229 -2.282 -1.387
O -4.284 0.801 0.873
S -4.167 -0.043 2.104
O -5.475 -0.091 2.814
O -3.125 0.549 3.000
O -3.744 -1.426 1.714

Record 4
6
Properties=species:S:1:pos:R:3 method="wB97M-V/def2-TZVPD" charge=-1 smiles="NC(=O)[O-]" orbital_gap_ha=0.3158 e_above_lowest_kj_mol=8.7
N 0.700 0.363 0.376
C -0.298 -0.256 -0.544
O -0.198 -1.493 -0.639
O -1.103 0.516 -1.091
H 0.118 1.129 0.722
H 0.780 -0.258 1.176

Across the entries above, calculated total energy takes the values -10060.9374, -11758.5265, -131125.8263, -6656.2864 eV, respectively.